Record 1
Molecular formula: C2H3N2O3
Method: DFT, ωB97M-V with the def2-TZVPD basis set

For the energy, the calculation gives -413.3211 Ha. For the energy relative to the best compared isomer or geometry (same formula, charge and spin), the calculation gives 0.0 kJ/mol. The calculation puts the gap between HOMO and LUMO at 0.333 Eh. Its net charge is -1. The highest occupied orbital energy is -0.187 hartree. The value obtained for the LUMO energy is 3.959 eV. The molar mass comes out at 103.1 g/mol.

```
10
Properties=species:S:1:pos:R:3:forces:R:3
C -2.520 1.688 0.093 0.43 0.55 -0.29
C -3.350 -0.644 -0.223 0.37 -1.93 0.96
N -1.494 2.198 0.156 2.36 1.20 0.47
N 0.956 -0.358 0.231 4.04 -0.54 0.15
O -3.604 1.180 -0.086 -2.70 -1.67 -0.27
O -2.963 -1.034 0.855 -0.44 1.03 -1.19
O -3.646 -0.979 -1.328 -0.06 0.81 0.27
H 1.568 -1.066 0.742 -1.13 1.23 -1.06
H 0.051 -0.673 0.295 -2.77 -0.72 0.31
H 1.214 -0.395 -0.765 -0.10 0.02 0.66
```
Forces are in eV/Å.

Löwdin atomic charge list, values in e, 2 entries: atom 1 (C): -0.618, atom 2 (C): -0.565

Record 2
Molecular formula: C29H65F6O23SV3
Method: DFT, ωB97M-V with the def2-TZVPD basis set

For the energy, the calculation gives -6703.2141 Ha. The calculation puts the gap between HOMO and LUMO at 0.207 Eh. Its net charge is +2. The highest occupied orbital energy is -0.467 hartree. The value obtained for the LUMO energy is -7.067 eV. The molar mass comes out at 1080.7 g/mol.

```
127
Properties=species:S:1:pos:R:3:forces:R:3
O -1.603 -0.955 -4.851 0.88 1.50 -0.71
V -0.745 0.367 -5.110 -0.91 -0.73 2.31
O -1.736 1.592 -5.075 0.45 -0.84 -0.42
O 2.751 -2.640 -1.264 0.47 0.93 0.45
V 2.906 -1.393 -0.292 -1.06 -1.26 1.09
O 2.027 -1.685 0.974 0.17 -0.30 -0.82
O -0.208 4.024 -3.062 0.96 1.16 0.71
V 0.911 4.357 -1.987 -0.12 -3.32 -0.83
O 2.311 4.151 -2.707 -1.12 0.67 0.40
C -0.897 0.495 -0.518 0.14 -0.42 -0.22
F -1.973 1.133 -0.933 -0.25 0.11 0.01
F -0.542 0.930 0.674 0.17 0.04 0.22
F -1.129 -0.806 -0.475 -0.03 0.02 -0.01
S 0.465 0.810 -1.716 -0.56 -0.30 -0.22
O 1.470 -0.191 -1.378 0.86 0.12 0.18
O -0.139 0.605 -3.007 -0.06 -0.35 -0.63
O 0.881 2.168 -1.486 0.71 0.88 0.41
C -1.605 -3.797 1.440 -0.33 0.02 -0.11
O -0.302 -4.276 1.649 0.00 0.25 -0.15
C -0.051 -4.662 2.974 -0.19 -0.41 0.00
C 1.404 -5.044 3.110 0.11 0.61 0.80
O 1.796 -6.148 2.360 0.17 -0.16 -0.27
C 1.511 -7.390 2.978 0.25 -0.02 -0.19
H -1.869 -2.965 2.112 0.18 -0.02 -0.05
H -2.379 -4.568 1.564 0.21 -0.08 0.07
H -1.651 -3.452 0.406 -0.01 0.05 0.04
H -0.679 -5.525 3.241 -0.06 0.10 0.02
H -0.291 -3.849 3.675 0.07 0.01 -0.01
H 1.610 -5.196 4.183 -0.06 -0.14 -0.06
H 2.027 -4.189 2.824 -0.07 -0.07 -0.29
H 2.045 -7.476 3.930 -0.17 0.03 0.08
H 1.897 -8.156 2.310 -0.10 -0.05 -0.01
H 0.438 -7.542 3.116 0.01 -0.03 0.10
C 4.056 4.100 3.940 -0.86 -0.05 -0.15
O 4.613 3.453 5.040 0.26 -0.78 0.03
C 3.733 2.611 5.813 0.61 1.34 -0.58
C 3.070 1.469 5.097 0.47 -0.73 0.34
O 2.249 1.852 4.027 -0.15 0.51 -0.12
C 1.543 0.758 3.504 -0.62 -0.10 -0.07
H 3.071 4.532 4.185 0.21 0.25 0.07
H 3.832 3.403 3.124 0.26 0.00 -0.09
H 4.747 4.870 3.602 0.03 0.05 0.09
H 3.015 3.299 6.272 -0.19 -0.38 0.19
H 4.431 2.201 6.539 -0.39 -0.09 0.36
H 2.494 0.912 5.851 -0.09 0.11 -0.04
H 3.842 0.754 4.760 -0.01 0.14 -0.17
H 2.200 0.093 2.938 -0.04 -0.25 0.21
H 0.762 1.108 2.831 0.15 0.32 -0.17
H 0.985 0.244 4.293 0.32 -0.31 0.03
C 5.093 -3.533 0.680 0.02 -0.43 -0.32
O 4.796 -2.123 0.600 -0.55 0.64 -0.62
C 5.044 -1.423 1.820 -0.47 -0.19 0.92
C 4.979 0.043 1.538 0.76 -0.18 -0.60
O 3.739 0.306 0.878 0.39 0.59 -0.38
C 3.562 1.687 0.509 -0.25 -0.33 -0.14
H 4.638 -3.965 1.571 0.12 0.07 0.09
H 6.173 -3.658 0.641 0.00 0.03 0.31
H 4.674 -4.033 -0.188 -0.16 0.24 -0.05
H 6.005 -1.652 2.287 0.15 -0.20 -0.47
H 4.279 -1.735 2.544 -0.04 0.13 -0.09
H 5.792 0.290 0.841 -0.03 0.14 0.11
H 5.131 0.615 2.456 -0.41 0.14 -0.02
H 4.296 2.016 -0.232 0.15 -0.13 0.12
H 3.605 2.308 1.399 0.01 -0.01 0.11
H 2.576 1.728 0.061 -0.06 0.26 0.07
C -7.567 -4.657 -3.601 0.71 -0.33 0.06
O -7.185 -3.839 -2.523 0.15 0.29 0.44
C -6.763 -2.568 -2.927 0.52 -0.10 -0.84
C -6.289 -1.801 -1.724 -0.25 0.55 0.27
O -6.002 -0.442 -2.069 -0.32 -0.26 0.22
C -4.682 -0.207 -2.460 0.25 0.51 -0.83
H -7.583 -5.676 -3.220 -0.58 0.02 0.04
H -6.772 -4.683 -4.360 -0.23 0.31 -0.19
H -8.516 -4.312 -4.008 -0.08 -0.26 -0.23
H -7.521 -2.008 -3.493 -0.26 -0.03 0.40
H -5.927 -2.656 -3.648 -0.01 -0.09 0.17
H -5.424 -2.274 -1.238 -0.04 -0.08 -0.44
H -7.056 -1.746 -0.946 -0.15 -0.17 -0.53
H -4.501 0.872 -2.461 -0.15 0.01 0.42
H -4.495 -0.464 -3.511 0.11 -0.58 0.23
H -3.990 -0.692 -1.763 0.28 -0.09 -0.42
C -2.137 4.042 -0.707 -0.39 0.57 -0.02
O -0.761 3.966 -0.298 0.77 0.26 -0.27
C -0.453 4.882 0.756 -0.06 0.07 -0.37
C 0.998 4.722 1.139 0.10 0.01 0.45
O 1.841 4.619 -0.036 -1.13 0.42 -0.24
C 3.170 5.098 0.188 0.45 0.58 0.11
H -2.373 5.093 -0.906 -0.15 -0.08 -0.01
H -2.800 3.661 0.069 0.14 -0.03 0.09
H -2.276 3.478 -1.622 0.22 -0.07 0.00
H -1.097 4.701 1.619 0.07 0.03 0.03
H -0.627 5.909 0.395 -0.09 -0.12 0.09
H 1.178 3.848 1.770 -0.01 -0.02 -0.09
H 1.282 5.626 1.684 0.09 -0.13 0.10
H 3.167 6.165 0.433 -0.21 -0.03 -0.12
H 3.723 4.958 -0.734 0.09 -0.20 0.05
H 3.625 4.596 1.039 -0.02 -0.30 -0.11
C 0.843 2.969 -6.067 -0.13 0.84 -0.47
O 0.957 1.695 -5.437 -0.08 -0.94 -0.13
C 2.271 1.157 -5.587 0.62 -0.09 -0.99
C 2.394 -0.240 -5.006 0.34 0.18 1.01
O 1.160 -0.939 -5.092 -0.11 0.60 -0.15
C 1.185 -2.168 -4.323 -0.42 -0.09 -0.32
H 1.571 3.656 -5.635 0.05 -0.08 0.01
H -0.153 3.373 -5.922 -0.07 -0.26 0.31
H 1.001 2.884 -7.146 0.20 -0.13 0.07
H 2.988 1.861 -5.155 -0.03 -0.20 0.29
H 2.547 1.096 -6.649 -0.44 0.19 -0.03
H 2.717 -0.181 -3.956 -0.33 -0.05 0.04
H 3.187 -0.800 -5.508 -0.11 0.08 -0.24
H 0.329 -2.744 -4.661 0.02 -0.04 0.03
H 1.080 -1.957 -3.261 0.15 0.08 0.01
H 2.105 -2.710 -4.531 0.04 0.05 0.02
C -6.317 -0.761 1.438 -0.03 0.68 -0.32
C -4.984 -0.734 0.736 0.94 -0.98 0.05
O -3.898 -0.188 1.558 -0.24 -0.16 0.49
C -3.957 1.099 1.803 0.48 -0.64 -0.26
O -4.649 1.894 1.254 -0.34 0.79 -0.06
C -2.909 1.519 2.859 -0.55 0.13 0.08
F -3.529 2.108 3.885 0.31 -0.08 -0.16
F -2.165 0.518 3.317 0.03 0.10 -0.02
F -2.088 2.421 2.280 0.19 0.20 0.18
H -6.299 -1.250 2.407 0.23 -0.12 0.01
H -7.000 -1.301 0.781 -0.08 0.16 0.37
H -6.675 0.262 1.561 -0.21 -0.11 0.02
H -4.951 -0.255 -0.242 -0.47 0.34 0.71
H -4.619 -1.753 0.580 -0.08 0.08 0.11
```
Forces are in eV/Å.

Löwdin atomic charge list, values in e, 2 entries: atom 1 (O): -0.257, atom 2 (V): 1.034

Record 3
Molecular formula: C19H38InN6O3P2Te
Method: DFT, ωB97M-V with the def2-TZVPD basis set

For the energy, the calculation gives -2441.1539 Ha. For the energy relative to the best compared isomer or geometry (same formula, charge and spin), the calculation gives 0.0 kJ/mol. The calculation puts the gap between HOMO and LUMO (spin up / spin down) at 0.206 / 0.166 Eh. Its net charge is +3. The highest occupied orbital energy (spin up / spin down) is -0.529 / -0.529 hartree. The value obtained for the LUMO energy (spin up / spin down) is -8.784 / -9.871 eV. The molar mass comes out at 702.9 g/mol.

```
70
Properties=species:S:1:pos:R:3:forces:R:3
In -1.834 0.814 1.023 -0.06 0.03 0.05
C -4.816 0.248 6.243 -0.01 0.00 -0.02
N -3.572 -0.051 5.540 0.02 -0.03 0.01
C -2.852 -1.225 6.061 -0.01 0.00 0.00
P -2.697 0.915 4.585 -0.07 0.03 -0.03
O -2.157 0.334 3.332 -0.01 0.01 0.00
O -3.900 2.021 4.164 0.05 -0.02 0.02
P -3.748 3.163 3.111 0.03 0.02 0.00
O -2.698 3.062 2.094 -0.01 -0.01 0.01
N -5.299 3.121 2.343 -0.03 0.00 -0.02
C -6.506 2.629 2.967 0.01 0.00 0.00
C -5.443 3.781 1.062 0.01 -0.01 0.00
N -3.808 4.574 3.911 0.00 -0.01 0.00
C -3.266 5.800 3.307 0.00 0.00 0.00
C -4.567 4.771 5.149 0.00 0.00 0.00
N -1.560 1.707 5.416 0.03 -0.01 0.01
C -1.763 2.117 6.807 0.00 0.02 0.00
C -0.285 2.135 4.836 0.00 0.00 -0.01
H -5.502 -0.592 6.134 0.00 0.00 0.00
H -5.289 1.137 5.839 0.00 0.01 0.01
H -4.632 0.401 7.309 0.00 0.00 0.00
H -3.511 -2.092 6.021 0.00 0.00 0.00
H -2.540 -1.063 7.095 0.00 0.00 0.00
H -1.975 -1.437 5.451 0.00 0.00 0.00
H -6.271 1.960 3.786 0.00 0.00 0.00
H -7.096 2.110 2.210 0.00 0.00 0.00
H -7.097 3.480 3.326 0.00 0.00 0.00
H -4.507 4.237 0.755 0.00 0.01 0.00
H -6.248 4.517 1.116 0.00 0.00 0.00
H -5.722 3.015 0.332 0.00 0.00 0.00
H -2.678 5.557 2.427 0.00 0.00 0.00
H -2.621 6.291 4.036 0.00 0.00 0.00
H -4.076 6.482 3.043 0.00 0.00 0.00
H -4.917 3.822 5.546 0.00 0.00 0.00
H -5.419 5.429 4.969 0.00 0.00 0.00
H -3.921 5.243 5.890 0.00 0.00 0.00
H -2.763 1.858 7.149 0.00 -0.02 0.00
H -1.635 3.197 6.900 -0.01 0.00 0.00
H -1.035 1.627 7.454 0.01 0.01 0.00
H -0.190 1.763 3.820 0.00 -0.01 0.00
H 0.536 1.737 5.431 0.00 0.01 0.01
H -0.217 3.224 4.829 0.00 0.00 0.00
C 11.148 -5.897 -9.471 0.01 -0.01 0.00
Te 10.012 -4.192 -8.948 0.04 -0.01 -0.04
C 11.258 -3.111 -10.272 0.01 -0.01 -0.01
C 12.250 -4.099 -10.833 0.00 0.00 0.00
C 13.219 -3.673 -11.737 0.00 0.00 0.00
C 14.127 -4.581 -12.251 0.00 0.00 0.00
C 14.074 -5.916 -11.867 0.00 0.00 0.00
C 13.113 -6.344 -10.969 0.00 0.00 0.00
C 12.197 -5.433 -10.449 0.00 0.00 0.00
H 10.453 -6.632 -9.886 0.00 0.00 0.00
H 11.558 -6.310 -8.547 0.00 0.00 0.00
H 11.716 -2.302 -9.699 0.00 0.00 0.00
H 10.610 -2.662 -11.029 0.00 0.00 0.00
H 13.262 -2.633 -12.037 0.00 0.00 0.00
H 14.879 -4.248 -12.953 0.00 0.00 0.00
H 14.785 -6.624 -12.270 0.00 0.00 0.00
H 13.073 -7.384 -10.671 0.00 0.00 0.00
C -5.621 -2.742 1.040 -0.01 0.00 0.00
N -5.506 -1.531 0.220 0.00 -0.01 0.01
C -5.931 -1.601 -1.183 0.00 0.00 0.00
C -4.989 -0.445 0.709 -0.03 0.02 0.00
N -4.527 0.534 1.147 0.04 -0.02 0.00
H -6.661 -3.067 1.064 0.00 0.00 0.00
H -5.286 -2.531 2.052 0.00 0.00 0.00
H -5.006 -3.535 0.614 0.00 0.00 0.00
H -6.981 -1.883 -1.229 0.00 0.00 0.00
H -5.333 -2.343 -1.711 0.00 0.00 0.00
H -5.798 -0.631 -1.654 0.00 0.00 0.00
```
Forces are in eV/Å.

Löwdin atomic charge list, values in e, 2 entries: atom 1 (In): 0.919, atom 2 (C): -0.071

Record 4
Molecular formula: C28H67F6N5O9Zn
Method: DFT, ωB97M-V with the def2-TZVPD basis set

For the energy, the calculation gives -4436.3022 Ha. The calculation puts the gap between HOMO and LUMO at 0.299 Eh. The highest occupied orbital energy is -0.284 hartree. The value obtained for the LUMO energy is 0.427 eV. The molar mass comes out at 797.2 g/mol.

```
116
Properties=species:S:1:pos:R:3:forces:R:3
Zn -1.729 24.326 -13.227 -0.25 -0.37 -0.69
C -1.096 27.478 -12.196 -3.76 -1.69 -0.88
O -1.539 28.067 -13.469 1.24 -0.08 1.20
O -1.525 26.142 -12.204 1.85 2.25 0.43
C 0.345 27.830 -11.930 1.27 -2.54 0.98
F 1.134 27.274 -12.850 0.68 -0.60 -0.90
F 0.760 29.057 -11.808 -0.72 2.25 -0.54
F 0.725 27.290 -10.730 -0.42 -0.55 -0.06
C -2.107 29.357 -13.396 -0.37 0.05 -1.03
C -2.210 29.779 -14.840 0.48 0.00 -0.14
H -2.893 29.118 -15.375 -0.24 0.30 -0.10
H -2.437 30.840 -14.937 -0.34 -0.13 -0.17
H -1.213 29.610 -15.248 0.06 0.15 -0.27
H -1.509 30.130 -12.914 0.16 -0.33 0.62
H -3.116 29.292 -12.987 -0.03 0.12 0.56
H -1.628 27.978 -11.387 -0.28 0.50 0.23
C -2.736 21.206 -14.529 3.15 4.20 0.46
O -3.036 21.909 -15.794 -1.19 -0.47 -1.18
O -2.096 22.186 -13.785 -1.03 -1.43 0.77
C -3.997 20.424 -13.942 1.27 1.30 0.75
F -5.178 20.979 -13.965 -1.77 1.79 -1.57
F -4.036 19.317 -14.611 -0.38 -2.23 -1.30
F -3.963 20.093 -12.631 1.85 -0.28 0.66
C -2.004 22.106 -16.808 -0.71 -1.71 0.60
C -2.491 22.977 -17.933 -0.34 0.52 0.30
H -1.768 23.033 -18.747 0.38 0.08 0.25
H -3.394 22.615 -18.425 -0.23 0.02 0.45
H -2.629 23.966 -17.494 -0.30 0.30 -0.63
H -1.800 21.141 -17.274 0.38 -0.37 0.32
H -1.080 22.517 -16.403 0.00 -0.01 0.41
H -1.951 20.481 -14.746 -0.46 -0.97 -0.18
C 2.647 23.911 -13.666 -0.77 -1.23 -0.51
C 1.099 23.715 -13.468 0.71 -2.47 3.23
C 0.788 23.964 -11.921 0.57 -1.76 -1.31
O -0.582 23.623 -11.709 -0.43 -0.39 2.68
C -0.909 23.488 -10.233 1.42 0.86 -0.61
N 0.176 24.498 -14.200 1.42 1.98 -0.49
H 2.920 23.605 -14.676 -0.02 0.24 -0.24
H 3.165 23.180 -13.045 -0.12 -0.02 0.24
H 3.124 24.869 -13.458 -0.64 0.27 0.08
H 0.720 22.711 -13.660 1.01 -0.70 0.22
H 1.170 24.946 -11.643 -0.80 0.33 0.31
H 1.297 23.199 -11.336 0.69 0.18 -0.14
H -0.011 23.189 -9.691 0.45 0.02 -0.39
H -1.597 22.718 -9.886 -0.61 0.12 -1.26
H -1.140 24.480 -9.845 -0.42 -0.04 -0.26
H 0.326 24.364 -15.190 -0.35 -0.34 -0.41
H 0.768 25.299 -14.032 -1.38 2.14 -0.57
C 1.829 18.413 -5.790 -0.68 1.15 -1.95
C 1.373 19.543 -6.851 -1.06 0.62 1.38
C 0.787 19.065 -8.187 -0.04 -1.63 -0.53
O 0.442 20.097 -9.070 -0.40 2.12 -0.93
C -0.413 19.729 -10.185 0.34 -1.30 1.05
N 0.352 20.472 -6.302 -0.03 0.16 0.07
H 2.479 18.778 -4.994 0.23 0.27 -0.48
H 2.306 17.674 -6.433 0.29 -0.33 0.54
H 0.995 17.962 -5.253 -0.31 0.01 -0.43
H 2.131 20.309 -7.018 0.87 -0.77 -0.30
H -0.144 18.535 -7.987 -0.14 -0.47 0.41
H 1.422 18.380 -8.748 0.44 -0.34 0.17
H -0.818 20.497 -10.843 0.77 0.77 0.50
H -1.298 19.230 -9.791 -0.11 -0.26 0.13
H 0.127 19.010 -10.802 0.01 -0.08 -0.17
H 0.121 20.974 -7.147 -0.13 0.91 0.03
H -0.542 20.040 -6.114 -0.07 -0.73 0.39
C -1.146 27.383 -18.745 -0.36 -0.63 -0.30
C -0.346 26.625 -17.638 -1.28 1.40 -1.66
C 1.102 27.173 -17.420 -0.89 -0.73 1.10
O 1.459 26.536 -16.194 0.71 -0.15 1.11
C 2.660 26.957 -15.547 1.18 0.10 -0.81
N -1.232 26.655 -16.436 2.08 0.33 -1.17
H -2.128 26.922 -18.855 -0.02 -0.60 0.13
H -0.743 27.335 -19.757 0.44 0.11 0.14
H -1.476 28.401 -18.540 0.83 0.34 0.40
H -0.279 25.593 -17.983 0.27 -0.11 0.12
H 1.173 28.251 -17.273 -0.32 0.24 -0.15
H 1.785 26.883 -18.219 -0.09 -0.11 -0.22
H 3.004 27.914 -15.940 -0.22 0.26 0.08
H 3.498 26.283 -15.724 -0.05 -0.44 -0.69
H 2.711 26.997 -14.459 -1.31 0.19 -0.01
H -1.798 27.490 -16.485 0.06 0.28 0.19
H -0.517 26.800 -15.737 -0.46 0.09 1.20
C -5.236 28.481 -8.298 -0.31 0.44 -0.98
C -4.777 27.377 -9.330 -2.41 -0.10 0.56
C -5.123 27.679 -10.824 -1.72 2.54 -0.95
O -6.518 27.995 -11.199 -0.23 -1.11 1.08
C -6.714 28.561 -12.488 1.08 0.15 1.02
N -3.395 27.298 -9.253 2.58 0.08 0.24
H -6.271 28.800 -8.421 -0.06 -0.16 -0.32
H -4.625 29.371 -8.451 0.07 0.22 -0.53
H -5.110 28.369 -7.222 0.22 -1.21 -0.14
H -5.111 26.396 -8.990 -0.72 -0.01 -0.22
H -4.694 27.108 -11.648 0.19 -1.20 0.59
H -4.630 28.635 -11.003 0.47 0.52 0.20
H -6.376 27.874 -13.264 0.03 0.08 -0.23
H -6.138 29.487 -12.486 0.31 0.21 -0.60
H -7.745 28.866 -12.664 -0.11 -0.48 0.38
H -3.017 28.204 -9.491 0.48 0.09 -0.01
H -3.018 26.622 -9.902 0.26 -0.15 -0.22
C -4.869 26.102 -15.355 -0.19 -0.30 0.01
C -3.899 25.491 -14.316 -1.60 2.41 -0.95
C -4.602 24.470 -13.471 1.04 -0.12 -0.11
O -3.707 24.085 -12.419 -1.74 -0.52 1.06
C -4.459 23.350 -11.393 1.04 1.01 0.68
N -2.743 24.949 -14.949 0.02 -1.15 0.07
H -5.262 25.332 -16.019 -0.16 -0.12 -0.04
H -4.383 26.839 -15.994 0.31 -0.02 0.08
H -5.701 26.627 -14.887 -0.11 -0.16 0.08
H -3.589 26.372 -13.753 0.24 -0.29 0.65
H -4.744 23.586 -14.092 -0.59 -0.13 -0.06
H -5.522 24.881 -13.054 -0.09 -0.09 -0.07
H -4.110 22.347 -11.149 0.05 -0.21 -1.06
H -5.532 23.409 -11.575 0.19 -0.30 -0.22
H -4.268 23.874 -10.456 -0.12 0.37 0.08
H -3.061 24.273 -15.629 -0.06 -1.05 0.40
H -2.269 25.590 -15.569 0.44 0.83 0.23
```
Forces are in eV/Å.

Löwdin atomic charge list, values in e, 2 entries: atom 1 (Zn): 0.651, atom 2 (C): -0.356